The following is a DFT calculation (wB97M-V/def2-TZVPD) of a structure of composition C2H3NOS2.

Structure (ORCA input):
```
! RIJCOSX wB97M-V def2-TZVPD def2/J DEFGRID3
* xyz 0 1
C 1.15943 -1.73525 0.30492
C 0.00016 0.32408 -0.84654
N 1.92118 -1.43356 -0.60811
O -0.34910 -0.58184 0.05256
S 1.68230 -0.27292 -1.67874
S 0.26269 2.05372 -0.19108
H 0.83586 -2.22091 1.19525
H -0.63987 0.30854 -1.68756
H -0.93926 2.14431 0.02745
*
```

Properties
Orbital gap   9.72 eV
LUMO level   0.6 eV

The molecule's Löwdin atomic charges, reported in e, are given here: 0.035 -0.943 -0.382 -0.233 0.879 0.725 0.111 0.044 -0.236

=====

The following is a DFT calculation (wB97M-V/def2-TZVPD) of an isolated molecule of C3H8O2S.

Structure (ORCA input):
```
! RIJCOSX wB97M-V def2-TZVPD def2/J DEFGRID3
* xyz 0 1
O -0.03347 1.86398 -0.30572
C -0.74707 0.80530 0.23722
C -0.32944 -0.48469 -0.44602
O -1.40942 -1.40355 -0.37422
C 0.91497 -1.06704 0.22590
S 2.56788 -0.15202 -0.16295
H -0.37855 2.67459 0.08618
H -0.73147 0.70535 1.29761
H -1.83157 0.83385 -0.08231
H -0.04943 -0.35484 -1.51478
H -1.85042 -1.32496 0.47063
H 1.17704 -2.07864 -0.10863
H 0.74347 -0.96210 1.33760
H 1.95748 0.94479 -0.66050
*
```

Properties
Orbital gap   9.55 eV
LUMO level   0.6 eV
SMILES   OC[C@H](O)CS

The molecule's Löwdin atomic charges, reported in e, are given here: -0.061 -0.260 -0.456 -0.027 -0.433 0.653 0.104 0.116 0.142 0.158 0.087 0.063 0.084 -0.171

=====

The following is a DFT calculation (wB97M-V/def2-TZVPD) of a structure of composition C13H14Cl2CoN2O4Tb.

Structure (ORCA input):
```
! RIJCOSX wB97M-V def2-TZVPD def2/J DEFGRID3
* xyz 4 11
Co -1.94564 6.96970 -0.63467
Tb -0.58820 2.59588 -1.81151
Cl -1.66511 4.77418 -0.17506
Cl 1.62148 3.48727 -1.35201
C 0.51698 1.28007 -3.63643
C -3.60557 6.95464 -1.19853
C -1.26926 6.98317 -2.25198
O 1.03362 0.68449 -4.47750
O -4.64530 6.53483 -1.49411
O -0.95026 6.55898 -3.28496
C 2.56780 -2.85327 3.26638
C 2.25604 -3.30875 1.85201
N 1.46774 -2.33790 1.09228
C 1.81054 -2.16019 -0.33924
C 0.78981 -2.65213 -1.35074
C 0.19098 -2.11993 1.57410
O -0.26721 -2.75899 2.52087
C -0.63869 -1.02778 0.94875
C -2.03949 -1.15698 0.93370
C -2.79360 -0.18396 0.29837
C -2.16009 0.91058 -0.28427
N -0.79805 1.04834 -0.23763
C -0.04500 0.11216 0.43405
H 3.09978 -1.89451 3.25323
H 3.20473 -3.60342 3.74895
H 1.63904 -2.75440 3.83616
H 3.17780 -3.48074 1.29059
H 1.68880 -4.25050 1.91313
H 2.00967 -1.09364 -0.52045
H 2.76145 -2.68625 -0.47976
H -0.16036 -2.11125 -1.28034
H 1.20272 -2.49396 -2.35361
H 0.60758 -3.72513 -1.22303
H -2.48596 -2.02403 1.41734
H -3.87699 -0.27105 0.23439
H -2.73758 1.73284 -0.74482
H 1.02583 0.32167 0.51635
*
```

Properties
Orbital gap (spin up / spin down)   4.91 / 6.78 eV
LUMO level (spin up / spin down)   -16.3 / -15.6 eV
Expectation value of S²   30.0752

The molecule's Löwdin atomic charges, reported in e, are given here: 0.565 1.272 0.156 0.020 -0.048 -0.004 -0.014 0.205 0.304 0.269 -0.010 -0.122 0.105 -0.136 -0.014 -0.300 0.237 -0.079 0.110 0.045 -0.145 -0.175 -0.012 0.103 0.121 0.088 0.144 0.185 0.127 0.147 0.071 0.110 0.116 0.166 0.154 0.095 0.146

=====

The following is a DFT calculation (wB97M-V/def2-TZVPD) of a structure of composition C35H33BrIrN2O2Si.

Structure (ORCA input):
```
! RIJCOSX wB97M-V def2-TZVPD def2/J DEFGRID3
* xyz 1 1
Ir 0.98991 0.41343 -0.14897
C -1.49395 1.67788 4.49543
C -1.35432 0.67013 3.34592
C -1.69249 -0.73990 3.81856
C 0.02728 0.80744 2.74726
C 1.10174 0.00400 3.11599
C 2.39720 0.23581 2.64693
C 2.66928 1.28534 1.77952
C 4.07030 1.65434 1.38708
C 1.58514 2.08665 1.35634
C 0.29478 1.85150 1.85236
H -2.48938 1.61250 4.93527
H -1.33791 2.70438 4.15915
H -0.76349 1.46432 5.27888
H -2.06406 0.94822 2.56462
H -1.11656 -1.00965 4.70717
H -1.50885 -1.48017 3.04215
H -2.74581 -0.78436 4.09634
H 0.93489 -0.82193 3.79455
H 3.20733 -0.40173 2.98096
H 4.10224 2.13645 0.41046
H 4.73219 0.78858 1.37776
H 4.46851 2.36355 2.11555
H 1.78952 3.00514 0.81625
H -0.49951 2.53643 1.57646
O -0.10356 -2.05042 1.24098
C 0.24808 -2.36159 0.12264
N 0.85298 -1.47816 -0.76464
C 1.03169 -2.09032 -2.00884
O 1.44784 -1.54966 -3.00616
C 0.61473 -3.51714 -1.84734
C 0.65862 -4.56530 -2.74182
C 0.20306 -5.80212 -2.29080
C -0.27480 -5.96515 -0.99213
C -0.31623 -4.89707 -0.09926
C 0.13752 -3.67914 -0.55876
H 1.02189 -4.42507 -3.75119
H 0.22047 -6.65336 -2.95830
H -0.61901 -6.94009 -0.67352
H -0.69493 -5.01331 0.90752
C -2.59614 5.24678 -1.44510
C -3.25238 4.17467 -2.03231
C -2.68633 2.90889 -1.99895
C -1.44861 2.68535 -1.38687
C -0.81053 3.77848 -0.79852
C -1.37390 5.04733 -0.82067
Si -0.78678 0.93241 -1.51749
C -2.12148 -0.19026 -0.83650
C -2.94919 0.22403 0.20922
C -3.94084 -0.60547 0.71527
C -4.12885 -1.86656 0.17071
C -3.33210 -2.29248 -0.88572
C -2.34055 -1.46145 -1.37960
H -3.03715 6.23452 -1.47432
H -4.20768 4.32462 -2.51836
H -3.22096 2.08063 -2.45271
H 0.14989 3.64621 -0.31520
H -0.85788 5.87981 -0.35920
H -0.59221 0.58903 -2.94258
H -2.83050 1.22113 0.62022
H -4.57506 -0.26409 1.52392
H -4.90845 -2.51152 0.55500
H -3.49060 -3.26898 -1.32610
H -1.73881 -1.80042 -2.21658
Br 1.72101 2.81175 -2.63204
C 2.78274 1.29481 -2.40138
C 3.77767 1.05060 -3.33050
C 4.64229 -0.00531 -3.13057
C 4.51775 -0.76334 -1.97875
C 3.49416 -0.47828 -1.11090
N 2.60754 0.52578 -1.31128
H 3.85993 1.69515 -4.19229
H 5.41210 -0.22288 -3.85837
H 5.18482 -1.58431 -1.76107
H 3.34473 -1.05708 -0.21078
*
```

Properties
Orbital gap   7.38 eV
LUMO level   -3.9 eV

The molecule's Löwdin atomic charges, reported in e, are given here: 1.106 -0.043 -0.373 -0.059 -0.195 0.012 -0.011 -0.313 -0.030 -0.185 -0.083 0.087 0.081 0.090 0.106 0.084 0.062 0.087 0.127 0.129 0.080 0.086 0.102 0.112 0.118 0.081 -0.429 -0.063 -0.436 0.092 -0.098 0.014 -0.049 -0.050 0.013 -0.101 0.125 0.111 0.111 0.126 -0.074 -0.068 -0.099 -0.353 -0.183 -0.074 0.569 -0.318 -0.109 -0.071 -0.063 -0.064 -0.108 0.109 0.110 0.110 0.040 0.108 0.007 0.096 0.110 0.109 0.111 0.105 0.950 -0.689 -0.078 -0.012 -0.018 -0.128 -0.136 0.114 0.128 0.125 0.123

=====

The following is a DFT calculation (wB97M-V/def2-TZVPD) of an isolated molecule of C6H13N3.

Structure (ORCA input):
```
! RIJCOSX wB97M-V def2-TZVPD def2/J DEFGRID3
* xyz 0 1
C 0.63413 -0.87201 -0.78276
C -1.02722 0.00330 1.90697
C 1.22514 0.21902 -1.68271
C 1.51611 -1.12278 0.44311
C -0.83067 -0.64065 -0.42359
C -0.70734 1.18805 1.27107
N -1.22479 0.94872 -0.33109
N -1.70371 -1.49672 -0.74872
N -0.04572 2.22787 1.53477
H 0.59840 -1.79639 -1.36418
H -0.72823 1.61178 -0.91574
H -2.23233 1.06324 -0.37229
H -2.66879 -1.26429 -0.53827
H 0.49712 2.70033 0.82270
H -0.78075 -0.07548 2.95743
H -1.92126 -0.58226 1.74813
H 1.37645 1.15415 -1.13837
H 2.50640 -1.44836 0.11820
H 2.20371 -0.09884 -2.04505
H 0.59185 0.40496 -2.55339
H 1.08581 -1.90913 1.06058
H 1.63568 -0.21450 1.03322
*
```

Properties
Orbital gap   7.83 eV
LUMO level   0.5 eV

The molecule's Löwdin atomic charges, reported in e, are given here: -0.368 -0.054 -0.072 -0.072 -0.333 -0.483 0.145 0.145 0.082 0.132 0.109 0.129 0.056 0.026 0.053 0.038 0.068 0.078 0.085 0.082 0.083 0.072

=====

The following is a DFT calculation (wB97M-V/def2-TZVPD) of a cluster of 2 separate species, C9H13NOS in total.

Structure (ORCA input):
```
! RIJCOSX wB97M-V def2-TZVPD def2/J DEFGRID3
* xyz 0 3
C -4.65672 -0.76861 -0.32194
C -3.83259 0.28722 -0.69355
C -4.16206 -1.85148 0.33949
C -2.53653 0.33053 -0.23163
C -2.87938 -1.80020 0.84404
C -2.10413 -0.71132 0.60145
C 3.10912 0.68172 0.21212
C 5.32452 0.68162 -1.18613
C 4.45901 0.61275 -0.00642
N -0.20156 1.05674 0.86972
O 0.23830 -1.26650 0.06539
S -0.41612 -0.64908 1.14810
H -5.69190 -0.75988 -0.71653
H -4.18309 1.04555 -1.42735
H -4.72766 -2.68526 0.45721
H -1.86567 1.16921 -0.59178
H -2.57285 -2.55124 1.56756
H 2.31958 0.73962 -0.57522
H -0.55346 1.70535 1.55507
H 2.69470 0.88027 1.21946
H 6.08011 -0.05170 -1.16311
H 5.67288 1.61739 -1.61362
H 4.60884 0.49040 -1.96948
H 5.08301 0.63499 0.89299
H 0.79367 1.16193 0.72417
*
```

Properties
Orbital gap (spin up / spin down)   4.79 / 5.90 eV
LUMO level (spin up / spin down)   0.5 / -3.1 eV
Expectation value of S²   2.0224

The molecule's Löwdin atomic charges, reported in e, are given here: -0.132 -0.109 -0.106 -0.136 -0.135 -0.429 -0.020 -0.119 -0.234 -0.135 -0.320 0.891 0.105 0.115 0.073 0.113 0.112 0.058 0.072 0.047 0.061 0.085 0.069 0.089 -0.018

=====

The following is a DFT calculation (wB97M-V/def2-TZVPD) of a structure of composition C4H9N3S.

Structure (ORCA input):
```
! RIJCOSX wB97M-V def2-TZVPD def2/J DEFGRID3
* xyz 0 1
C -0.53279 0.14543 1.45663
C -2.12982 -0.65512 -0.46989
C 0.24237 -1.03825 -0.55797
C 2.21900 -0.07454 0.09128
H -0.87324 1.45403 1.45449
H -1.24605 -0.65651 2.35643
H 0.83723 0.14818 1.40602
H -2.64253 -1.04105 0.39488
H -2.03769 -1.42626 -1.37419
H -2.91436 0.19972 -0.81253
H -0.30321 -1.38950 -1.48901
H 2.95200 -0.45004 0.77344
H 2.14821 3.07900 -1.43980
N -0.72344 -0.33877 0.07055
N 1.48362 -1.03816 -0.61998
N 2.40638 1.16931 -0.06040
S 1.11431 1.91253 -1.17996
*
```

Properties
Orbital gap   9.22 eV
LUMO level   0.5 eV

The molecule's Löwdin atomic charges, reported in e, are given here: -0.111 -0.061 -0.340 -0.475 0.146 0.164 0.131 0.039 0.110 0.122 0.123 0.101 -0.038 -0.277 0.085 -0.272 0.553

=====

The following is a DFT calculation (wB97M-V/def2-TZVPD) of a structure of composition C45H42F3N6O3P2STi.

Structure (ORCA input):
```
! RIJCOSX wB97M-V def2-TZVPD def2/J DEFGRID3
* xyz 0 2
Ti -0.17512 0.49906 1.04350
C 0.03103 6.50494 1.27756
C -0.13266 5.63204 0.03983
N 0.94795 4.67472 -0.14380
C 0.99203 3.44240 0.39060
S -0.16451 2.96602 1.58424
N 1.98808 2.66381 -0.02206
N 1.90484 1.42225 0.53255
C 2.98097 0.72272 0.63199
C 4.32882 1.22408 0.21091
C 2.81422 -0.58564 1.27381
C 3.87455 -1.47113 1.43088
C 3.66012 -2.67926 2.07111
C 2.38793 -2.96144 2.54844
C 1.38825 -2.02612 2.33736
N 1.58427 -0.86918 1.71834
H -0.80013 7.20666 1.35247
H 0.03787 5.88103 2.17015
H 0.96370 7.06942 1.23371
H -1.06998 5.07777 0.09125
H -0.15250 6.25500 -0.85667
H 1.68041 4.88985 -0.80031
H 4.24274 2.26344 -0.08801
H 5.04308 1.14208 1.03304
H 4.72288 0.64647 -0.63002
H 4.85355 -1.20848 1.05345
H 4.46771 -3.38802 2.19986
H 2.16668 -3.88820 3.05754
H 0.37303 -2.22116 2.65680
O -1.20798 -1.16037 1.35310
C -2.22550 -1.44977 2.13498
C -3.29196 -2.21683 1.64600
C -4.34672 -2.58541 2.45276
C -4.38858 -2.19686 3.79384
C -3.35446 -1.42640 4.28655
C -2.27758 -1.05199 3.48152
C -1.19336 -0.23568 4.01849
N -0.34438 0.48956 3.31778
C 0.51788 1.07824 4.21856
C 0.18539 0.70218 5.47783
N -0.90389 -0.13067 5.33771
H -3.27041 -2.47757 0.59532
H -5.16254 -3.16528 2.03866
H -5.22231 -2.46702 4.42591
H -3.39385 -1.07252 5.31114
H 1.29470 1.74566 3.88868
H 0.60190 0.94741 6.43728
H -1.38381 -0.61109 6.07553
O 0.98285 -2.15864 -0.47289
P 0.85004 -2.67186 -1.85504
C 0.70218 -1.30618 -3.03701
P -0.22579 0.19430 -2.54259
O -0.12542 0.57342 -1.09946
C -1.91568 -0.06956 -3.10349
C -2.62240 -1.13913 -2.55187
C -3.93271 -1.37874 -2.92589
C -4.55196 -0.53809 -3.83916
C -3.87085 0.54891 -4.36180
C -2.55481 0.78923 -3.99488
C 0.48204 1.40268 -3.66483
C 1.01806 2.58095 -3.16566
C 1.59138 3.49830 -4.03963
C 1.62696 3.23916 -5.39927
C 1.09804 2.05461 -5.89953
C 0.52972 1.13509 -5.03621
C 2.32562 -3.56556 -2.41573
C 2.31339 -4.85076 -2.94916
C 3.50787 -5.47256 -3.29188
C 4.71365 -4.81715 -3.09798
C 4.73384 -3.54075 -2.55045
C 3.54593 -2.91856 -2.20792
C -0.55480 -3.75634 -2.06930
C -0.97994 -4.25113 -3.30004
C -2.11580 -5.04067 -3.36947
C -2.82648 -5.33527 -2.21146
C -2.40676 -4.84052 -0.98433
C -1.26962 -4.04694 -0.90766
H 0.31003 -1.66659 -3.98950
H 1.73223 -0.97509 -3.19880
H -2.15972 -1.74919 -1.79067
H -4.47428 -2.20518 -2.48456
H -5.58032 -0.71613 -4.12691
H -4.36670 1.22158 -5.04924
H -2.03350 1.65109 -4.38849
H 1.01640 2.75371 -2.09995
H 2.01939 4.41542 -3.65573
H 2.07144 3.95606 -6.07748
H 1.12860 1.85416 -6.96240
H 0.10990 0.21642 -5.42872
H 1.37438 -5.37170 -3.08543
H 3.49408 -6.47242 -3.70487
H 5.64174 -5.30528 -3.36541
H 5.67772 -3.03780 -2.38558
H 3.55369 -1.93594 -1.74786
H -0.43476 -4.01382 -4.20656
H -2.45255 -5.41952 -4.32542
H -3.71637 -5.94880 -2.27043
H -2.97165 -5.05936 -0.08748
H -0.95120 -3.60964 0.03162
F -3.03477 0.22210 -0.23570
C -2.27726 1.19347 0.41653
F -2.38896 2.26155 -0.45100
F -3.10504 1.54615 1.46988
*
```

Properties
Orbital gap (spin up / spin down)   6.99 / 7.37 eV
LUMO level (spin up / spin down)   0.4 / 0.4 eV
Expectation value of S²   0.7545

Results of the Löwdin charge analysis, in e, for atoms 1 through 99: 0.856 -0.098 -0.275 -0.014 -0.753 0.767 -0.028 -0.066 -0.261 -0.025 -0.227 -0.019 -0.054 -0.041 -0.115 0.037 0.071 0.050 0.069 0.094 0.112 0.128 0.062 0.084 0.080 0.105 0.107 0.105 0.112 -0.223 -0.341 -0.014 -0.081 -0.101 -0.044 -0.088 -0.259 0.008 -0.141 -0.074 0.115 0.098 0.100 0.094 0.103 0.092 0.107 0.147 -0.284 0.721 -0.266 0.811 -0.366 -0.257 -0.079 -0.060 -0.072 -0.072 -0.062 -0.284 -0.042 -0.064 -0.079 -0.077 -0.096 -0.253 -0.067 -0.077 -0.081 -0.075 -0.081 -0.302 -0.098 -0.075 -0.073 -0.066 -0.069 0.073 0.076 0.092 0.108 0.105 0.104 0.105 0.070 0.103 0.104 0.104 0.109 0.096 0.105 0.104 0.105 0.102 0.110 0.106 0.105 0.107 0.104